{"formula": "C20H36As3N3NiS", "method": "ωB97M-V/def2-TZVPD", "symbols": ["Ni", "C", "N", "C", "C", "N", "C", "S", "C", "C", "C", "C", "C", "N", "H", "H", "H", "H", "H", "H", "H", "H", "H", "C", "As", "C", "C", "C", "C", "C", "As", "C", "C", "C", "As", "C", "C", "H", "H", "H", "H", "H", "H", "H", "H", "H", "H", "H", "H", "H", "H", "H", "H", "H", "H", "H", "H", "H", "H", "H", "H", "H", "H", "H"], "xyz": [[-0.73058, -0.95880, 0.32050], [-5.55453, -2.45072, 1.06724], [-4.35753, -2.85874, 1.80063], [-4.34476, -3.55968, 2.99369], [-3.06073, -3.73541, 3.34331], [-2.27800, -3.13523, 2.35163], [-3.10360, -2.59228, 1.41962], [-2.74099, -1.72187, -0.00729], [-0.85966, -3.18268, 2.34814], [-0.25618, -4.26358, 2.97723], [1.11955, -4.30578, 3.07646], [1.85396, -3.26519, 2.52423], [1.17443, -2.25684, 1.88230], [-0.17237, -2.18796, 1.77961], [-6.42190, -2.79841, 1.61918], [-5.54752, -2.89735, 0.07547], [-5.58060, -1.36621, 0.98423], [-5.25142, -3.85840, 3.48910], [-2.63842, -4.19141, 4.21842], [-0.85724, -5.07613, 3.35504], [1.60603, -5.14109, 3.56116], [2.93302, -3.24175, 2.56608], [1.72387, -1.46902, 1.39418], [2.22716, 1.04423, 1.69575], [0.45593, 0.98113, 0.90965], [-0.64464, 1.56405, 2.39602], [0.39435, 2.55307, -0.24548], [0.72405, 2.34089, -1.72893], [0.74121, 3.70447, -2.42669], [-0.41798, 1.55046, -2.39197], [-0.76956, -0.28698, -1.87357], [0.56881, -1.43050, -2.68013], [-2.32679, -0.64994, -2.95498], [2.04904, 1.59267, -1.90962], [3.88419, 2.31040, -1.53249], [4.15467, 3.33904, -3.17380], [3.66280, 3.84168, -0.32005], [2.99702, 0.77663, 0.97218], [2.28814, 0.38696, 2.56094], [2.38508, 2.06739, 2.03203], [-0.31055, 2.54502, 2.73248], [-0.55833, 0.85023, 3.21356], [-1.68481, 1.62342, 2.08001], [1.08291, 3.27068, 0.20348], [-0.61390, 2.96207, -0.13906], [-0.23742, 4.18423, -2.36368], [0.99341, 3.59005, -3.48218], [1.47067, 4.37525, -1.97839], [-0.26119, 1.50112, -3.47320], [-1.36896, 2.06805, -2.23221], [0.77015, -1.08697, -3.69444], [0.16592, -2.44166, -2.71587], [1.49102, -1.42500, -2.10542], [-2.07262, -0.38143, -3.98007], [-3.17103, -0.04890, -2.62219], [-2.59007, -1.70325, -2.90610], [2.14370, 1.28783, -2.95768], [2.00835, 0.65350, -1.34261], [4.09304, 2.67385, -4.03408], [5.16138, 3.75337, -3.14202], [3.44141, 4.15252, -3.28797], [3.42068, 3.52325, 0.69121], [2.95014, 4.59354, -0.65287], [4.64779, 4.30810, -0.27971]], "atomic_forces_ev_per_a": [[-0.17, 0.21, -0.06], [0.04, -0.01, 0.01], [0.00, -0.02, 0.09], [0.11, -0.01, -0.02], [-0.13, 0.00, 0.02], [0.04, 0.11, 0.01], [0.06, 0.07, -0.11], [0.06, -0.33, 0.03], [-0.25, 0.01, 0.08], [0.04, -0.01, -0.03], [0.02, 0.09, -0.05], [-0.08, -0.07, 0.04], [0.05, -0.07, -0.11], [0.19, 0.04, 0.01], [-0.01, 0.00, -0.01], [-0.01, 0.01, 0.00], [-0.01, 0.00, -0.01], [0.00, 0.00, 0.00], [0.02, 0.01, 0.00], [-0.01, 0.01, 0.01], [0.01, 0.00, 0.00], [0.00, -0.01, 0.00], [0.00, 0.03, 0.00], [0.01, -0.02, -0.03], [-0.08, -0.07, 0.11], [0.01, 0.02, -0.01], [0.01, -0.01, -0.01], [-0.04, -0.01, 0.03], [-0.01, 0.03, -0.01], [-0.01, 0.01, -0.01], [0.13, 0.01, 0.07], [-0.01, 0.01, -0.05], [-0.03, 0.05, 0.01], [0.04, -0.04, 0.00], [0.00, 0.01, 0.02], [0.00, 0.00, 0.00], [0.00, 0.02, -0.02], [0.00, 0.01, 0.00], [-0.03, -0.02, -0.01], [0.04, 0.00, 0.01], [-0.01, 0.00, 0.01], [0.01, 0.01, 0.00], [0.00, 0.01, 0.00], [0.01, -0.01, 0.00], [0.00, 0.01, 0.01], [0.00, 0.00, 0.00], [-0.01, 0.00, 0.00], [-0.02, -0.03, -0.01], [0.02, 0.01, 0.01], [0.00, 0.00, -0.03], [0.00, 0.00, 0.00], [0.00, 0.00, 0.00], [0.00, 0.00, 0.00], [-0.03, -0.01, -0.01], [0.01, 0.00, 0.00], [0.03, -0.01, -0.01], [0.00, 0.01, 0.00], [0.00, 0.01, -0.01], [0.00, -0.01, 0.00], [0.00, 0.00, 0.00], [0.00, 0.00, 0.01], [0.00, -0.01, 0.02], [0.02, -0.02, 0.01], [0.00, 0.01, 0.00]], "nbo_charge": [0.55, -0.41, -0.31, -0.02, -0.07, -0.36, 0.29, -0.19, 0.39, -0.24, -0.10, -0.22, 0.05, -0.53, 0.24, 0.24, 0.24, 0.26, 0.26, 0.25, 0.26, 0.26, 0.22, -0.95, 0.98, -0.94, -0.71, -0.06, -0.61, -0.72, 1.11, -0.95, -0.95, -0.74, 0.89, -0.95, -0.96, 0.26, 0.25, 0.25, 0.25, 0.25, 0.25, 0.26, 0.24, 0.22, 0.23, 0.22, 0.25, 0.25, 0.26, 0.26, 0.25, 0.26, 0.26, 0.26, 0.24, 0.19, 0.23, 0.25, 0.22, 0.21, 0.22, 0.26], "largest_force_ev_per_a": 0.33, "total_charge": 2, "e_homo_ev": [-13.16, -13.16], "de_lowest_ev": 0.306, "total_energy_ha": -9561.28404, "gap_ev": [6.976, 6.977]}


{"formula": "C20H36BBeBr3Cl3F5InK2N2O4", "method": "ωB97M-V/def2-TZVPD", "symbols": ["C", "C", "C", "Cl", "In", "C", "H", "H", "H", "H", "H", "H", "H", "H", "H", "H", "H", "C", "Br", "Br", "Br", "H", "K", "B", "F", "F", "F", "F", "N", "C", "C", "C", "C", "H", "H", "H", "H", "H", "Be", "C", "C", "O", "C", "O", "O", "F", "H", "H", "H", "C", "C", "O", "H", "H", "H", "H", "H", "K", "C", "C", "C", "C", "N", "H", "H", "H", "H", "H", "H", "H", "Cl", "C", "C", "Cl", "H", "H", "H", "H"], "xyz": [[-1.83090, 2.26913, 2.94114], [-0.42640, 1.81520, 2.53415], [-0.11372, 0.34893, 2.89863], [-0.31975, -0.68320, 1.38376], [1.98751, 0.24053, 3.62214], [2.00809, 0.99700, 5.65908], [-1.87907, 3.36107, 2.98312], [-2.58092, 1.95355, 2.21327], [-2.09718, 1.90030, 3.93274], [0.32342, 2.47817, 2.97469], [-0.32575, 1.88729, 1.44614], [-0.77506, -0.00137, 3.68883], [2.72615, -1.34812, 3.39654], [2.85145, 1.44610, 2.59991], [1.41020, 0.32933, 6.28053], [3.02145, 1.08324, 6.04566], [1.51696, 1.97271, 5.65813], [1.61966, 6.05080, 4.39963], [1.07360, 7.72217, 3.63136], [0.16955, 5.15664, 5.27619], [2.38341, 4.97830, 3.00024], [2.38576, 6.23868, 5.13863], [4.06048, 0.38131, 1.28077], [1.23771, 1.50784, -2.27674], [0.33662, 0.47174, -2.43798], [2.24674, 1.13875, -1.39734], [1.75298, 1.91264, -3.46042], [0.44618, 2.67496, -1.65853], [-1.93534, -3.93166, 1.66856], [-1.33852, -4.78217, 0.77987], [-1.87178, -6.03067, 0.96480], [-2.82925, -5.92716, 2.00991], [-2.84483, -4.62032, 2.42056], [-1.72960, -2.95114, 1.74499], [-0.58654, -4.42859, 0.09300], [-1.60860, -6.91999, 0.41572], [-3.43578, -6.72087, 2.41203], [-3.42487, -4.12641, 3.18100], [0.81992, 3.91875, -0.95229], [-3.97792, -1.79664, -2.32936], [-2.97166, -2.66636, -1.59820], [-1.95175, -2.82293, -2.59179], [-2.00446, -1.73770, -3.41311], [-1.14116, -1.45181, -4.18567], [-3.13274, -1.04939, -3.21903], [-3.46170, -3.87026, -1.27399], [-4.66765, -2.40639, -2.91323], [-4.53309, -1.12809, -1.68000], [-2.53549, -2.20649, -0.70792], [-0.40113, 9.10764, 0.44996], [-0.81290, 10.35179, 1.47532], [0.17780, 10.41895, 2.29425], [-0.29677, 8.19893, 1.03192], [-1.23898, 9.04875, -0.24535], [0.52197, 9.36602, -0.05622], [-1.78925, 10.03809, 1.88886], [-0.97028, 11.21415, 0.80329], [1.28812, -1.71677, -2.42790], [1.51845, -6.92898, 0.80113], [1.04883, -7.02488, -0.64448], [2.21493, -7.13404, -1.63703], [3.09283, -5.96575, -1.56384], [3.77579, -5.04747, -1.46412], [2.11696, -6.03148, 0.96757], [0.66971, -6.88596, 1.48156], [2.12461, -7.79525, 1.07296], [0.43890, -6.15309, -0.89613], [0.41182, -7.90120, -0.77059], [1.85316, -7.22131, -2.66270], [2.81418, -8.02048, -1.42040], [2.77766, 3.23134, -8.03750], [1.10764, 2.61204, -7.97562], [1.01026, 1.32084, -7.20491], [1.80988, -0.03163, -8.05232], [0.75853, 2.49092, -8.99767], [0.50277, 3.37205, -7.48375], [-0.03605, 1.04402, -7.08494], [1.46421, 1.41538, -6.22148]], "atomic_forces_ev_per_a": [[0.13, 0.40, -0.20], [-0.42, -0.49, 0.04], [0.89, 0.77, -0.06], [-0.37, -0.27, 0.03], [-0.46, 0.01, 0.99], [-0.32, -0.06, -0.33], [-0.02, -0.02, 0.00], [-0.04, -0.20, 0.15], [-0.02, -0.04, -0.05], [-0.05, -0.01, 0.05], [0.15, 0.27, 0.04], [-0.27, -0.35, -0.41], [0.18, 0.10, -0.39], [-0.64, 0.56, 0.48], [0.17, 0.02, 0.14], [-0.07, 0.03, 0.12], [0.15, 0.05, 0.11], [-0.12, 0.12, -0.21], [-0.09, 0.30, 0.23], [-0.03, -0.07, 0.03], [0.17, -0.38, -0.02], [0.03, 0.01, -0.03], [1.02, -0.71, -1.07], [0.88, -1.27, -0.99], [-0.41, 0.85, 0.37], [-0.30, 0.24, 0.43], [-0.26, 0.48, 0.15], [-0.01, 0.12, 0.19], [-0.01, 0.04, -0.13], [0.00, 0.00, 0.03], [-0.04, 0.03, 0.00], [0.00, 0.01, -0.04], [-0.05, 0.00, -0.01], [0.10, 0.07, 0.15], [0.01, 0.01, 0.05], [-0.04, 0.02, 0.01], [0.00, 0.00, 0.00], [0.01, -0.01, 0.02], [-0.11, 0.34, 0.20], [-0.09, -0.05, 0.08], [-0.15, -0.04, -0.05], [0.29, 0.32, 0.24], [-0.13, -0.15, -0.14], [0.18, -0.06, 0.25], [-0.03, 0.02, -0.04], [-0.07, -0.05, -0.15], [0.03, -0.07, 0.03], [0.11, 0.14, -0.05], [0.00, -0.06, 0.02], [0.10, -0.47, -0.40], [-0.62, 0.44, 0.09], [0.09, -0.19, -0.09], [-0.02, 0.09, 0.16], [-0.08, 0.13, 0.06], [0.02, 0.13, 0.10], [0.18, -0.36, 0.13], [0.38, -0.05, -0.15], [0.04, -0.74, -0.18], [-0.01, -0.04, 0.05], [0.05, 0.06, 0.14], [-0.11, -0.02, -0.01], [0.07, -0.06, 0.07], [-0.17, 0.24, -0.09], [0.03, -0.01, -0.02], [0.02, 0.00, -0.02], [0.02, 0.01, -0.02], [0.02, -0.07, -0.06], [0.03, -0.02, -0.07], [0.02, -0.03, 0.00], [0.02, 0.02, -0.02], [-0.01, -0.01, 0.00], [-0.04, 0.04, 0.00], [-0.07, -0.04, 0.04], [0.01, 0.01, 0.07], [0.04, -0.02, -0.01], [0.01, 0.00, 0.01], [0.00, 0.01, -0.03], [0.05, 0.00, -0.02]], "lowdin_charge": [-0.11, -0.39, -0.73, 0.46, 0.44, -0.26, 0.06, 0.07, 0.08, 0.04, 0.06, 0.04, -0.08, -0.16, -0.02, -0.03, -0.04, -1.62, 0.64, 0.61, 0.53, -0.02, 0.66, -1.22, 0.05, 0.12, 0.21, 0.00, 0.01, -0.17, -0.11, -0.09, -0.12, 0.07, 0.10, 0.09, 0.10, 0.11, 0.64, -0.02, -0.31, 0.11, -0.57, 0.13, 0.10, 0.10, 0.15, 0.15, 0.16, 0.02, -0.35, -0.02, 0.03, 0.08, 0.08, 0.13, 0.12, 0.91, -0.10, -0.26, -0.18, -0.23, 0.14, 0.07, 0.06, 0.08, 0.08, 0.11, 0.12, 0.13, 0.54, -0.66, -0.67, 0.54, 0.07, 0.07, 0.07, 0.05], "largest_force_ev_per_a": 1.83, "total_charge": 1, "e_homo_ev": -9.42, "total_energy_ha": -12225.42364, "gap_ev": 2.357}